C25H24MnN7O2S3 as an isolated structure at a distorted geometry. Source: the OMol25 dataset; level of theory: ωB97M-V/def2-TZVPD.

Values from the calculation:
- expectation value of S² = 0.85
- 2S+1 = 2
- charge = +1
- E_tot (Ha) = -3846.0409
- lowest unoccupied orbital energy (spin up / spin down) (eV) = -4.493 / -4.863

```
62
Properties=species:S:1:pos:R:3:forces:R:3:lowdin_charge:R:1
Mn -1.373530 -1.081254 0.729826 -0.618 0.685 -0.403 0.50
C 0.564060 0.774120 5.471357 0.005 -0.008 -0.012 -0.36
S -1.026648 0.139981 4.918157 -0.082 0.040 -0.049 0.89
C -0.533566 -0.871460 3.595521 0.306 -0.200 0.003 -1.03
S -1.935099 -1.619713 2.827536 -0.269 -0.132 -0.262 0.73
N 0.705636 -0.984269 3.316157 -0.001 0.013 -0.044 0.06
N 0.548867 -1.525783 0.968422 0.145 -0.175 0.120 -0.13
C 1.019506 -2.482553 -0.056629 -0.022 0.090 -0.003 -0.26
C 0.227553 -2.286223 -1.319881 0.046 -0.021 0.032 -0.22
C 0.763782 -2.614201 -2.550540 -0.033 0.016 0.008 0.02
C -0.071796 -2.645016 -3.653784 -0.003 0.001 -0.016 -0.02
C -1.418495 -2.365139 -3.480338 0.035 0.000 -0.005 -0.02
C -1.865390 -2.015823 -2.221924 0.096 -0.014 0.028 -0.09
N -1.056948 -1.946655 -1.159302 -0.101 -0.044 0.432 0.08
H 1.205396 -0.045272 5.783991 -0.004 -0.007 0.000 0.05
H 0.342930 1.423142 6.316938 0.004 0.000 -0.011 0.04
H 1.037003 1.334319 4.669405 -0.006 0.008 -0.009 0.03
H 2.086459 -2.321923 -0.228524 -0.003 -0.021 -0.040 0.15
H 1.812603 -2.865971 -2.627735 0.003 -0.003 0.009 0.13
H 0.315938 -2.905337 -4.629463 -0.002 -0.004 -0.002 0.12
H -2.115871 -2.413897 -4.304106 -0.006 0.003 0.014 0.12
H -2.905091 -1.794825 -2.057635 -0.122 0.035 0.012 0.10
N 1.023370 4.485834 -3.876812 0.008 -0.018 -0.010 0.12
C 1.105456 3.665599 -2.780215 0.002 0.110 0.073 -0.31
C 1.185080 4.209223 -1.488855 -0.008 -0.013 -0.101 -0.02
C 1.208671 3.386857 -0.384205 -0.026 -0.061 -0.057 -0.07
C 1.158911 2.002379 -0.542165 -0.009 0.238 0.190 -0.31
C 1.096829 1.449072 -1.813119 0.038 0.039 -0.019 -0.06
C 1.059058 2.273324 -2.921177 0.006 -0.163 0.020 -0.02
S 1.269399 1.045296 0.920121 -0.074 -0.050 -0.142 0.65
O 2.573156 0.466767 1.061497 0.007 -0.073 -0.013 -0.25
O 0.716418 1.822536 1.989448 -0.007 0.014 -0.009 -0.28
N 0.273319 -0.239251 0.514273 -0.021 0.001 -0.021 -0.18
C 1.231837 -1.702814 2.281289 0.033 0.011 -0.125 -0.34
N 0.650582 -3.821646 0.370389 0.017 -0.011 -0.022 0.12
C 1.568527 -4.605720 0.789808 -0.017 -0.030 0.008 -0.12
C 2.940203 -4.226023 1.069087 0.022 0.003 0.015 -0.07
C 3.203005 -3.096833 1.750199 -0.016 -0.024 -0.031 -0.13
N 2.304470 -2.332268 2.433845 -0.122 0.093 0.110 0.18
H 1.302589 5.446009 -3.766985 -0.003 -0.014 -0.004 0.10
H 1.230852 4.090568 -4.778050 -0.002 0.008 0.008 0.10
H 1.228130 5.284024 -1.363222 0.004 0.006 -0.003 0.12
H 1.254228 3.814161 0.608173 0.020 -0.019 0.024 0.12
H 1.067141 0.375443 -1.937289 -0.006 -0.044 -0.009 0.10
H 0.999640 1.838205 -3.911629 0.002 0.011 -0.005 0.12
H 1.262151 -5.636210 0.960902 0.008 -0.016 0.012 0.12
H 3.747361 -4.899140 0.816421 0.011 0.007 -0.001 0.11
H 4.230988 -2.819234 1.957164 0.004 0.004 -0.001 0.13
C -3.513966 -0.804117 0.457099 0.785 -0.507 0.430 -0.06
C -2.935715 0.478096 0.245291 0.130 0.223 0.108 -0.37
C -2.641108 1.331910 1.357020 -0.093 -0.191 -0.145 -0.02
C -2.156108 2.602971 1.163061 0.078 0.161 -0.248 -0.04
C -1.952485 3.073671 -0.133011 -0.108 -0.232 -0.050 -0.02
C -2.190937 2.252140 -1.242452 0.030 0.174 0.187 -0.04
C -2.660484 0.973759 -1.059815 0.115 0.106 0.104 -0.01
H -3.905429 -1.360209 -0.384707 0.018 0.039 0.004 0.07
H -3.992356 -0.997653 1.406909 -0.128 0.033 -0.066 0.05
H -2.834163 0.977515 2.360159 -0.054 -0.032 -0.006 0.10
H -1.938432 3.233578 2.012564 -0.004 0.001 0.015 0.13
H -1.602406 4.084658 -0.288081 0.003 0.006 -0.005 0.12
H -2.011898 2.629166 -2.240309 0.001 0.007 0.013 0.12
H -2.883193 0.362132 -1.920070 -0.011 -0.057 -0.035 0.11
```
Forces are in eV/Å.

The molecule C25H24N2O7S at a distorted geometry. Source: the OMol25 dataset; level of theory: ωB97M-V/def2-TZVPD.

Values from the calculation:
- charge = 0
- SMILES string = CCOc1cc(/C=C2/SC(=O)N(CC(=O)N3CCc4ccccc4C3)C2=O)ccc1OCC(=O)O
- E_tot (Ha) = -2001.5019
- energy relative to the best compared isomer or geometry (same formula, charge and spin) (kcal/mol) = 1.02
- lowest unoccupied orbital energy (eV) = -0.600

```
59
Properties=species:S:1:pos:R:3:forces:R:3:lowdin_charge:R:1
C 3.089413 1.666326 -1.869920 0.152 -0.066 0.359 -0.04
C 3.191443 1.903334 -0.369062 -0.304 0.254 -0.349 -0.20
O 4.338739 1.289713 0.199153 0.171 -0.495 0.223 -0.08
C 4.417565 -0.065007 0.315075 0.236 -0.049 0.039 -0.17
C 3.339360 -0.921582 0.166021 0.027 0.075 0.062 0.07
C 3.470744 -2.307288 0.294975 0.667 0.475 0.069 -0.20
C 2.387378 -3.244824 0.164098 -1.005 -0.139 -0.246 -0.04
C 1.078624 -3.131724 -0.167783 0.643 -0.676 0.302 -0.38
S 0.095861 -4.606293 -0.143963 -0.099 -0.160 0.036 1.10
C -1.384595 -3.732001 -0.574563 0.580 -0.489 0.077 -0.73
O -2.469773 -4.221497 -0.698091 -0.314 -0.027 0.030 0.06
N -1.060727 -2.419591 -0.789274 -0.316 0.671 -0.264 -0.02
C -2.103627 -1.437109 -0.967367 0.139 -0.024 0.152 -0.02
C -2.422725 -0.839946 0.415999 0.148 -0.189 -0.324 -0.41
O -1.857208 -1.261093 1.405688 0.102 -0.132 0.129 0.09
N -3.328576 0.151433 0.448895 -0.312 0.246 0.188 -0.04
C -3.654145 0.776570 1.715271 -0.047 -0.128 0.455 -0.12
C -5.122287 0.519803 2.033928 0.218 0.024 -0.033 -0.11
C -5.980093 0.999017 0.898373 -0.001 -0.028 -0.012 -0.18
C -7.306158 1.357663 1.110121 -0.014 0.008 -0.086 -0.04
C -8.097270 1.800626 0.067956 -0.059 0.009 0.073 -0.08
C -7.564326 1.895249 -1.207418 0.011 0.011 -0.109 -0.08
C -6.247841 1.539970 -1.427755 0.017 -0.004 0.065 -0.04
C -5.448716 1.087777 -0.383820 -0.073 -0.034 0.014 -0.15
C -4.016183 0.712774 -0.688846 0.116 0.142 -0.364 -0.09
C 0.238032 -1.998020 -0.566689 -0.043 0.222 -0.193 -0.41
O 0.561210 -0.844321 -0.750554 -0.040 0.134 0.057 0.10
C 4.739687 -2.827950 0.584792 -0.326 0.089 -0.078 -0.03
C 5.818351 -1.988437 0.739057 0.067 0.353 0.005 0.01
C 5.682150 -0.609401 0.615437 -0.222 -0.222 0.004 -0.17
O 6.848638 0.105158 0.746298 -0.063 -0.224 -0.155 -0.04
C 6.814538 1.476054 1.092380 0.071 0.578 0.093 -0.07
C 6.574453 2.383433 -0.124727 0.160 -0.389 0.713 -0.53
O 6.265778 3.533956 -0.033446 0.023 0.105 -0.063 0.12
O 6.808016 1.780545 -1.290641 0.133 -0.096 -0.561 0.13
H 4.015147 1.970875 -2.352622 0.058 0.040 -0.054 0.08
H 2.270938 2.256504 -2.270977 -0.119 0.049 -0.071 0.08
H 2.902076 0.617766 -2.087567 -0.048 -0.064 -0.079 0.07
H 3.353519 2.965234 -0.166862 -0.109 -0.139 0.011 0.13
H 2.282009 1.575715 0.145331 0.089 0.042 0.036 0.12
H 2.369867 -0.518144 -0.061294 -0.050 0.066 -0.036 0.08
H 2.688316 -4.263694 0.386605 0.037 -0.052 0.029 0.10
H -2.974502 -1.946963 -1.384931 0.098 0.111 -0.004 0.14
H -1.732447 -0.662402 -1.642693 -0.153 -0.091 0.032 0.14
H -3.000257 0.348756 2.476027 -0.068 0.133 -0.123 0.12
H -3.467686 1.853463 1.637376 0.013 -0.028 0.029 0.14
H -5.401511 1.024306 2.959985 -0.016 -0.009 0.011 0.12
H -5.274857 -0.553953 2.178466 0.055 0.019 0.084 0.13
H -7.715334 1.286530 2.107516 -0.045 0.000 0.116 0.11
H -9.125556 2.075196 0.248272 -0.092 0.028 0.017 0.10
H -8.173692 2.243766 -2.027373 -0.055 0.028 -0.075 0.10
H -5.828149 1.611267 -2.421248 0.038 0.014 -0.136 0.11
H -4.018589 0.000723 -1.515687 0.046 0.071 0.045 0.12
H -3.483883 1.615921 -1.028278 -0.061 -0.120 -0.048 0.14
H 4.875315 -3.893277 0.688947 -0.002 -0.132 0.015 0.11
H 6.800089 -2.377295 0.958800 0.112 -0.034 0.038 0.12
H 6.075731 1.695205 1.865753 0.075 -0.003 -0.171 0.15
H 7.812784 1.700474 1.484994 -0.158 -0.012 -0.059 0.15
H 7.054967 0.850698 -1.138167 -0.091 0.257 0.082 0.12
```
Forces are in eV/Å.

C25H24N4O6RuS3 as an isolated structure. Source: the OMol25 dataset; level of theory: ωB97M-V/def2-TZVPD.

Values from the calculation:
- expectation value of S² = 0.76
- 2S+1 = 2
- charge = -1
- E_tot (Ha) = -2927.0937
- energy relative to the best compared isomer or geometry (same formula, charge and spin) (kcal/mol) = 0.00
- lowest unoccupied orbital energy (spin up / spin down) (eV) = 2.094 / 1.850

```
63
Properties=species:S:1:pos:R:3:forces:R:3:lowdin_charge:R:1
Ru 0.580147 0.212655 0.102101 0.005 -0.291 -0.081 1.08
N 0.290286 4.448650 0.868956 -0.036 -0.048 -0.027 0.06
C 0.172361 3.113393 0.630251 -0.020 0.020 0.112 -0.81
S 1.535383 2.303879 -0.067789 0.092 0.101 0.089 0.69
N -0.988276 2.573893 0.936552 0.091 0.174 -0.059 0.04
N -1.017964 1.254590 0.622794 -0.001 0.002 -0.101 -0.12
C -2.095255 0.581753 0.864903 -0.189 0.065 0.087 -0.18
C -3.279826 1.167270 1.536875 -0.019 -0.002 -0.013 -0.19
C -3.263961 1.306545 2.921050 -0.008 0.021 0.007 -0.01
C -4.373713 1.818320 3.576268 0.033 -0.022 0.007 -0.08
C -5.500602 2.189740 2.855310 -0.013 0.011 -0.010 -0.10
C -5.517163 2.050494 1.474771 0.004 0.000 -0.003 -0.09
C -4.408488 1.537390 0.815732 0.009 0.010 0.015 -0.03
C -2.051647 -0.825635 0.497798 0.135 -0.167 -0.109 -0.18
C -3.142302 -1.684979 0.574761 -0.015 0.111 0.051 0.01
C -2.986004 -2.990368 0.157531 -0.045 -0.053 0.000 -0.05
C -1.757181 -3.412273 -0.324892 0.086 -0.087 -0.039 -0.04
C -0.707977 -2.516099 -0.358127 0.028 0.128 0.057 -0.10
N -0.857334 -1.258583 0.049663 -0.214 -0.110 0.013 -0.03
H 1.220792 4.822754 0.922388 0.000 -0.008 -0.009 0.07
H -0.414892 4.861549 1.455983 -0.004 -0.007 0.006 0.09
H -2.377124 1.014360 3.471787 -0.011 0.000 0.002 0.13
H -4.357369 1.925475 4.653396 -0.002 0.001 0.000 0.10
H -6.365491 2.588545 3.370770 -0.002 0.001 -0.007 0.10
H -6.391951 2.343563 0.907891 -0.004 0.000 0.007 0.10
H -4.410881 1.431546 -0.262482 0.002 -0.002 0.000 0.12
H -4.085031 -1.321419 0.958836 0.011 0.007 0.000 0.12
H -3.819675 -3.678601 0.210264 -0.002 -0.009 -0.001 0.11
H -1.598906 -4.430111 -0.651937 -0.007 0.002 0.002 0.11
H 0.289499 -2.777761 -0.683782 -0.004 -0.016 -0.016 0.12
O 0.473011 -0.889413 4.409434 0.027 0.025 -0.049 -0.33
S 0.831987 -1.232067 3.052209 -0.077 -0.140 0.090 0.48
O 0.905081 -0.014031 2.210029 0.064 0.140 0.003 -0.44
O 0.043593 -2.287837 2.448742 0.051 0.026 0.066 -0.31
C 2.493803 -1.922105 3.155663 -0.083 -0.007 0.034 -0.21
C 2.749231 -2.537941 4.377845 -0.018 -0.020 0.053 -0.07
C 3.918103 -3.243755 4.602644 0.017 0.004 -0.022 -0.08
C 4.855289 -3.348669 3.589008 -0.030 0.006 0.006 -0.08
C 4.614860 -2.732517 2.373083 0.044 0.000 -0.036 -0.07
C 3.447153 -2.010430 2.138360 0.054 -0.004 0.006 -0.21
S 3.445526 -1.143356 0.558245 -0.080 0.318 0.028 0.48
O 4.367812 -1.874811 -0.273830 0.026 -0.003 0.007 -0.32
O 3.786363 0.222012 0.883473 -0.016 -0.253 -0.111 -0.34
O 2.054247 -1.268062 0.008441 0.098 -0.058 -0.087 -0.47
H 2.003916 -2.450186 5.155593 -0.006 0.007 -0.012 0.10
H 4.088606 -3.710473 5.564840 -0.001 0.000 0.002 0.10
H 5.773782 -3.902236 3.739444 0.002 0.001 -0.001 0.10
H 5.338091 -2.796489 1.572683 -0.009 0.007 -0.004 0.10
C -1.480364 -0.119777 -4.861175 -0.003 0.005 0.008 -0.07
C -0.012795 0.183555 -4.528993 0.012 -0.002 -0.027 -0.65
C 0.880823 -0.896891 -5.152847 0.009 0.003 0.006 -0.07
C 0.366568 1.553029 -5.108153 0.004 -0.001 -0.007 -0.07
C 0.175393 0.199160 -3.070317 -0.103 -0.090 0.014 -0.13
C 0.330182 0.203305 -1.868449 0.115 0.203 0.053 -0.18
H -1.632565 -0.138108 -5.944564 0.004 0.001 -0.001 0.07
H -2.133449 0.640008 -4.429066 0.002 -0.001 -0.001 0.08
H -1.770601 -1.088251 -4.450823 0.001 0.000 -0.002 0.08
H 0.756941 -0.913142 -6.239864 -0.002 0.002 -0.001 0.07
H 0.623545 -1.880276 -4.756911 0.002 0.002 0.003 0.08
H 1.928667 -0.705289 -4.920413 -0.002 -0.003 0.001 0.08
H 0.232040 1.557204 -6.194090 0.000 0.004 0.001 0.08
H 1.407462 1.786212 -4.882010 -0.001 -0.002 0.000 0.08
H -0.255364 2.336992 -4.674016 -0.003 -0.002 0.000 0.08
```
Forces are in eV/Å.